# 1
DFT (ωB97M-V with the def2-TZVPD basis set) results for 3 unconnected molecules or ions with the total composition C6H12O.

```
19
Properties=species:S:1:pos:R:3:lowdin_charge:R:1
C 0.220 1.632 1.621 -0.10
C -0.098 0.164 1.346 -0.23
C 0.846 -0.473 0.348 -0.26
C 0.424 -1.563 -0.577 -0.06
C 0.781 -0.204 -1.136 -0.20
C -0.280 0.632 -1.737 -0.26
O -0.196 1.176 -2.818 0.04
H 1.245 1.750 1.987 0.08
H -0.453 2.056 2.374 0.07
H 0.125 2.232 0.709 0.07
H -1.133 0.068 1.006 0.08
H -0.040 -0.410 2.278 0.11
H 1.869 -0.535 0.702 0.14
H 1.096 -2.380 -0.810 0.11
H -0.623 -1.845 -0.575 0.08
H 1.715 -0.109 -1.679 0.14
H -3.143 -1.020 -0.271 0.05
H -1.246 0.819 -1.270 0.10
H -2.924 -0.910 -1.143 0.04
```

Properties
Lowest unoccupied orbital energy (eV): 1.11
Highest occupied orbital energy (eV): -9.59
Energy relative to the best compared isomer or geometry (same formula, charge and spin) (kJ/mol): 246.5
Kohn-Sham gap (Eh): 0.3932
F_max (eV/Å): 3.71

# 2
DFT (ωB97M-V with the def2-TZVPD basis set) results for a molecular structure, C48H42IN5P2S2Tb.

```
101
Properties=species:S:1:pos:R:3:mulliken_spin:R:1
Tb -0.468 0.552 1.138 5.96
C -1.415 -0.645 4.237 0.00
N -1.546 0.632 3.493 0.01
C -0.652 1.624 4.244 0.00
C -0.423 2.955 3.553 0.00
C -0.357 4.139 4.303 0.00
C -0.060 5.319 3.664 0.00
C 0.022 5.301 2.267 0.00
C -0.150 4.123 1.603 0.00
N -0.314 2.951 2.240 0.01
C -2.979 1.043 3.367 0.00
C -3.361 1.845 2.097 0.00
C -4.581 2.614 2.028 0.00
C -4.761 3.397 0.900 0.00
C -3.885 3.193 -0.204 0.00
C -2.925 2.217 -0.181 0.01
N -2.612 1.580 0.989 0.01
C -0.321 -1.483 3.732 0.00
C -0.148 -2.823 4.131 0.00
C 0.650 -3.710 3.398 0.00
C 1.412 -3.216 2.330 0.00
C 1.389 -1.851 2.072 -0.01
N 0.547 -1.030 2.752 -0.01
H -2.379 -1.251 4.113 0.00
H -1.343 -0.521 5.351 0.00
H 0.333 1.126 4.344 0.00
H -1.043 1.809 5.264 0.00
H -0.450 4.102 5.387 0.00
H 0.105 6.196 4.251 0.00
H 0.159 6.253 1.734 0.00
H -0.120 4.112 0.547 0.00
H -3.346 1.575 4.291 0.00
H -3.500 0.088 3.373 0.00
H -5.045 2.799 2.989 0.00
H -5.540 4.120 0.806 0.00
H -3.977 3.783 -1.097 0.00
H -2.323 1.966 -1.020 0.00
H -0.659 -3.190 5.091 0.00
H 0.669 -4.776 3.635 0.00
H 2.121 -3.850 1.745 0.00
H 2.094 -1.350 1.402 0.01
S 0.878 2.056 -0.818 -0.01
P 0.515 0.524 -2.104 -0.01
C -0.388 -0.595 -1.147 0.04
P -1.310 -2.027 -1.011 -0.01
S -2.249 -2.071 0.788 -0.01
C -2.534 -2.283 -2.332 0.00
C -2.111 -2.328 -3.680 0.00
C -3.060 -2.325 -4.683 0.00
C -4.426 -2.581 -4.379 0.00
C -4.741 -2.873 -3.070 0.00
C -3.771 -2.742 -2.034 0.00
C -0.147 -3.394 -1.133 0.00
C -0.691 -4.653 -1.298 0.00
C 0.121 -5.762 -1.558 0.00
C 1.489 -5.606 -1.642 0.00
C 2.089 -4.340 -1.516 0.00
C 1.275 -3.230 -1.124 0.00
C 2.146 -0.193 -2.416 -0.01
C 2.501 -0.629 -3.732 0.00
C 3.806 -1.114 -3.930 0.00
C 4.714 -1.258 -2.887 0.00
C 4.332 -0.745 -1.662 0.00
C 3.086 -0.139 -1.419 0.00
C -0.065 1.236 -3.639 0.00
C -1.440 1.117 -4.033 0.00
C -1.811 1.650 -5.237 0.00
C -0.923 2.316 -6.074 0.00
C 0.369 2.542 -5.600 0.00
C 0.835 2.017 -4.376 0.00
H -1.048 -2.303 -3.922 0.00
H -2.723 -2.234 -5.694 0.00
H -5.181 -2.647 -5.169 0.00
H -5.744 -3.223 -2.760 0.00
H -3.993 -2.952 -0.997 0.00
H -1.796 -4.778 -1.297 0.00
H -0.319 -6.759 -1.572 0.00
H 2.109 -6.468 -1.856 0.00
H 3.174 -4.240 -1.561 0.00
H 1.726 -2.345 -0.640 0.00
H 1.751 -0.627 -4.537 0.00
H 4.147 -1.370 -4.954 0.00
H 5.733 -1.668 -3.014 0.00
H 5.047 -0.786 -0.794 0.00
H 2.920 0.258 -0.397 0.00
H -2.144 0.554 -3.441 0.00
H -2.855 1.495 -5.505 0.00
H -1.250 2.744 -7.017 0.00
H 1.053 3.138 -6.213 0.00
H 1.774 2.350 -3.928 0.00
I 5.894 -0.040 5.529 0.00
C 4.990 1.020 3.956 0.00
C 5.706 1.771 3.017 0.00
C 5.073 2.395 1.981 0.00
C 3.706 2.174 1.857 0.00
N 2.995 1.497 2.709 0.00
C 3.585 0.873 3.744 0.00
H 6.753 1.888 3.142 0.00
H 5.596 2.951 1.211 0.00
H 3.098 2.652 1.074 0.00
H 2.917 0.391 4.432 0.00
```

Properties
Net charge: +1
Spin multiplicity: 7
Lowest unoccupied orbital energy (alpha / beta) (eV): -2.47 / -2.44
Highest occupied orbital energy (alpha / beta) (eV): -8.87 / -8.89
Energy relative to the best compared isomer or geometry (same formula, charge and spin) (kJ/mol): 0.2
Kohn-Sham gap (alpha / beta) (Eh): 0.2350 / 0.2370
F_max (eV/Å): 4.37

Which value of F_max does entry 2 give?
4.37 eV/Å

What is the F_max in the second record?
4.37 eV/Å

Number 1 is which compound?
C6H12O